No. 1
Here is a structure of composition C36H43Cl2HfN2OP3S in a non-equilibrium geometry from OMol25. Energies are from wB97M-V/def2-TZVPD.

Results
Charge ... +2
Highest occupied orbital energy ... -0.46791 hartree
Calculated total energy ... -3972.617210 Eh
ΔE to the lowest compared entry with this formula, charge and spin ... 0.0 kcal/mol

```
89
Properties=species:S:1:pos:R:3:forces:R:3:lowdin_charge:R:1
P 1.3273 1.0572 -2.1001 0.198 0.782 -2.542 1.133
C 2.9956 1.1503 -2.9236 0.454 -0.273 0.465 -0.374
C 3.3380 0.4785 -4.1102 0.094 0.346 0.058 -0.080
H 2.6626 -0.2592 -4.5447 0.136 0.280 0.059 0.102
C 4.5421 0.7778 -4.7658 -0.239 0.019 0.450 -0.060
H 4.7677 0.2878 -5.7125 0.007 0.120 0.265 0.113
C 5.4320 1.6987 -4.2062 -0.193 -0.057 0.009 -0.066
H 6.3592 1.9398 -4.7267 -0.243 -0.059 0.178 0.114
C 5.1382 2.3008 -2.9785 -0.131 -0.120 0.009 -0.071
H 5.8409 3.0003 -2.5284 -0.133 -0.186 -0.112 0.112
C 3.9367 2.0151 -2.3277 -0.200 -0.261 -0.492 -0.111
H 3.7048 2.4773 -1.3677 0.084 0.068 -0.217 0.098
C 0.5824 -0.2960 -3.1357 -0.234 -0.304 0.311 -0.384
C 0.8612 -1.6190 -2.7397 -0.161 0.206 -0.363 -0.128
H 1.3541 -1.7967 -1.7820 0.045 -0.007 -0.230 0.082
C 0.5532 -2.6882 -3.5821 -0.089 0.111 0.076 -0.078
H 0.8093 -3.7020 -3.2789 -0.059 0.176 -0.108 0.107
C -0.0678 -2.4562 -4.8134 0.013 0.119 0.049 -0.066
H -0.2860 -3.2888 -5.4827 0.069 0.210 0.202 0.114
C -0.4155 -1.1560 -5.1848 0.059 0.118 0.387 -0.053
H -0.9153 -0.9613 -6.1344 0.125 -0.110 0.272 0.117
C -0.1138 -0.0797 -4.3389 0.135 -0.216 0.043 -0.067
H -0.3992 0.9297 -4.6357 0.177 -0.262 0.049 0.106
C 0.5423 2.5108 -2.9730 -0.073 0.340 0.443 -0.365
C 1.0971 3.1460 -4.1001 -0.381 -0.067 0.030 -0.072
H 2.1045 2.9000 -4.4363 -0.319 -0.016 0.058 0.105
C 0.3450 4.0864 -4.8213 0.118 -0.276 0.455 -0.056
H 0.7769 4.5361 -5.7163 -0.171 -0.071 0.281 0.115
C -0.9379 4.4296 -4.3903 0.053 -0.106 0.012 -0.068
H -1.5261 5.1463 -4.9650 0.147 -0.197 0.210 0.113
C -1.4608 3.8662 -3.2218 0.240 -0.101 0.001 -0.075
H -2.4511 4.1496 -2.8749 0.174 0.023 -0.050 0.106
C -0.7156 2.9305 -2.4986 0.278 0.020 -0.545 -0.115
H -1.1048 2.5164 -1.5676 -0.038 0.042 -0.174 0.084
Hf 0.6190 -0.4845 3.0745 -0.014 1.143 1.916 0.905
C -1.5430 -1.0516 2.7155 -0.802 0.175 -0.624 -0.216
C -1.9722 -1.3466 1.4774 0.022 -0.126 0.538 -0.390
H -2.2044 -1.2072 3.5778 0.125 -0.191 -0.361 0.027
C -1.0948 -0.9947 0.2879 -0.884 0.118 -0.868 -0.380
O -1.8581 -0.0554 -0.5245 0.917 -0.751 0.395 -0.037
H -1.3584 0.1399 -1.3423 -0.173 -0.208 0.233 0.075
C 0.2110 -0.3864 0.7278 1.058 1.270 -0.186 -0.245
H -0.8890 -1.9118 -0.3080 0.245 0.555 0.161 0.135
C 1.1586 0.4169 0.6141 -1.876 -1.663 -0.813 0.025
Cl 0.1356 -1.7010 5.0919 -0.033 -0.557 0.080 0.187
Cl 2.8308 0.2902 3.4386 0.370 0.120 -0.319 0.069
P 1.7433 -2.8399 2.5504 0.281 -1.244 -0.005 0.651
C 2.7329 -3.5087 3.9245 0.098 0.143 0.167 -0.270
H 2.0858 -3.8176 4.7503 0.097 0.076 -0.165 0.034
H 3.4148 -2.7346 4.2893 -0.040 -0.136 -0.034 0.043
H 3.3160 -4.3661 3.5698 -0.135 0.142 0.072 0.062
C 0.4893 -4.1461 2.3046 -0.128 -0.064 -0.133 -0.256
H -0.1441 -3.8946 1.4417 0.172 -0.127 0.163 0.025
H -0.1500 -4.2124 3.1953 0.201 -0.005 -0.201 0.042
H 0.9874 -5.1106 2.1273 -0.211 0.245 0.064 0.066
C 2.8668 -3.0493 1.1397 0.005 0.173 -0.167 -0.244
H 3.6598 -2.2956 1.2015 -0.076 -0.170 -0.053 0.056
H 2.3244 -2.9135 0.1978 0.131 -0.028 0.108 0.030
H 3.3072 -4.0540 1.1725 -0.091 0.261 -0.075 0.063
P -3.5755 -2.1533 1.1589 1.088 0.668 -0.178 0.895
C -4.0744 -3.0654 2.6132 -0.189 -0.207 0.093 -0.159
C -3.2980 -3.2820 -0.2122 -0.283 -0.150 -0.086 -0.156
H -3.9636 -2.4455 3.5100 -0.100 -0.123 -0.221 0.064
H -3.4625 -3.9712 2.7194 -0.126 0.269 -0.034 0.076
H -5.1274 -3.3564 2.4999 0.222 0.046 0.075 0.081
H -2.8287 -2.7496 -1.0509 -0.235 -0.124 0.192 0.067
H -4.2665 -3.6913 -0.5316 0.313 0.011 -0.024 0.079
H -2.6457 -4.1037 0.1187 -0.203 0.238 -0.101 0.072
C -4.7536 -0.8707 0.7361 -0.306 -0.034 -0.119 -0.149
H -5.1360 -0.4122 1.6589 0.108 -0.105 -0.260 0.080
H -5.5839 -1.3124 0.1679 0.122 0.217 0.174 0.076
H -4.2356 -0.1130 0.1312 -0.187 -0.281 0.151 0.060
H 1.9876 1.0096 0.2864 0.295 0.042 0.853 0.026
N 0.9360 0.9920 6.1943 -0.134 0.353 -0.012 0.084
C 0.2681 1.7965 5.3625 -0.241 0.260 -0.732 -0.680
N -0.1099 1.4733 4.1097 0.197 -0.265 0.511 -0.084
C -0.9437 2.4840 3.5525 -0.151 -0.011 0.575 -0.284
C -1.6714 2.4117 2.3542 0.119 0.095 0.320 -0.024
C -2.5862 3.4356 2.0623 0.546 -0.297 0.222 -0.065
C -2.7359 4.5280 2.9271 0.141 -0.036 0.110 -0.064
C -1.9868 4.6156 4.1047 0.146 -0.228 -0.191 -0.065
C -1.1049 3.5827 4.4145 -0.298 0.103 -0.532 -0.451
S -0.1676 3.4033 5.8913 -0.290 -0.428 -0.619 1.144
H 1.0812 1.3403 7.1357 0.063 -0.334 -0.234 0.120
H 0.8684 -0.0159 6.0356 0.273 0.485 0.322 -0.051
H -1.5314 1.5461 1.6945 -0.245 0.484 0.201 0.078
H -3.1789 3.3668 1.1510 0.146 0.101 0.217 0.107
H -3.4456 5.3167 2.6794 0.201 -0.207 0.101 0.116
H -2.0733 5.4473 4.7954 -0.190 0.016 -0.206 0.118
```
Forces are in eV/Å.

No. 2
Here is a structure of composition C36H43ClN3O4SrTe in a non-equilibrium geometry from OMol25. Energies are from wB97M-V/def2-TZVPD.

Results
Highest occupied orbital energy (alpha / beta) ... -0.28684 / -0.28681 hartree
Calculated total energy ... -2621.839190 Eh
ΔE to the lowest compared entry with this formula, charge and spin ... 0.0 kcal/mol
<S²> ... 0.759
2S+1 ... 2

```
89
Properties=species:S:1:pos:R:3:forces:R:3:mulliken_spin:R:1
Sr -17.4886 -12.2540 8.8093 0.026 -0.111 0.181 0.042
N -20.0029 -12.2692 9.7544 0.394 0.429 0.768 -0.001
C -20.0588 -12.1795 11.2627 -0.454 0.729 -1.178 0.003
C -19.2818 -13.3242 11.8478 0.550 0.999 0.760 0.000
N -17.8890 -13.2757 11.3745 0.220 -0.345 -0.163 -0.001
H -20.6049 -11.5967 9.3111 -0.219 0.494 0.085 0.000
H -20.3549 -13.1555 9.4551 -0.234 -0.840 -0.030 0.000
H -21.0910 -12.1938 11.6195 -0.092 -0.137 0.000 0.000
H -19.6578 -11.1892 11.5564 0.048 -0.641 -0.192 -0.003
H -19.7325 -14.2603 11.5976 -0.204 -0.666 -0.520 0.000
H -19.3869 -13.2610 12.9419 0.324 0.019 -0.145 0.000
H -17.6063 -14.2188 11.0775 0.118 0.609 0.349 0.000
H -17.2443 -12.8470 12.0376 -0.197 -0.377 -0.006 0.000
C -18.6701 -16.6778 3.4307 0.022 0.203 0.238 0.000
C -19.6686 -15.9728 4.2886 0.183 0.147 -0.697 0.000
C -20.7735 -15.3619 3.7228 -0.057 -0.207 0.522 0.000
C -21.7071 -14.7452 4.5370 0.306 0.168 -0.214 0.000
Cl -23.0176 -13.9066 3.7360 -0.045 -0.119 0.465 0.000
C -21.5027 -14.7386 5.9032 -0.600 0.726 0.661 0.000
C -20.3671 -15.2864 6.4774 0.792 -0.560 -0.318 0.000
C -19.4092 -15.8913 5.6510 -1.028 -0.103 -0.030 0.000
O -18.2762 -16.5279 6.0205 0.132 -0.020 1.346 0.000
C -18.0380 -16.5934 7.4392 -0.006 -0.868 -1.176 0.000
C -17.8723 -15.2378 8.0420 0.200 1.261 0.501 0.001
O -17.5156 -14.2918 7.2763 -0.070 -0.139 0.635 -0.001
O -18.1109 -15.1172 9.2747 0.197 0.140 -0.518 0.000
H -19.1159 -16.9145 2.4688 0.334 0.097 -0.187 0.000
H -18.3420 -17.5763 3.9288 -0.009 -0.483 -0.017 0.000
H -17.7703 -16.0606 3.3803 -0.014 -0.014 -0.488 0.000
H -20.9285 -15.3870 2.6578 0.029 -0.039 -0.196 0.000
H -22.1903 -14.2452 6.5925 -0.073 -0.110 -0.442 0.000
H -20.2259 -15.2494 7.5514 -0.161 0.029 -0.080 0.000
H -17.1126 -17.1678 7.5392 -0.032 0.190 0.048 0.000
H -18.8221 -17.1698 7.9391 -0.072 0.222 -0.022 0.000
C -10.3149 -12.3099 16.6350 -0.690 -0.141 0.307 0.000
C -11.3662 -12.0029 15.5971 -0.281 0.263 -0.280 0.000
C -11.0670 -11.9850 14.2303 0.210 0.502 0.291 0.000
C -11.9874 -11.5202 13.2898 0.445 -0.212 -0.514 -0.001
C -11.5183 -11.4650 11.8339 -0.285 0.147 0.764 0.000
C -13.2694 -11.1203 13.7022 0.044 0.068 -0.543 -0.002
Te -14.6763 -10.5279 12.1840 0.165 -0.043 0.383 0.005
N -15.7396 -10.1589 7.9081 -0.381 0.227 0.429 0.972
C -16.4205 -9.3592 8.6647 0.187 0.552 0.219 -0.119
O -17.5164 -9.7638 9.2299 -0.173 -0.471 -0.117 0.041
C -15.9755 -7.9314 8.9941 -0.389 -0.472 -0.302 0.059
C -16.9089 -6.9480 9.3608 -0.274 -0.777 -0.053 0.017
C -16.4336 -5.7252 9.7739 -0.262 0.655 0.703 0.004
C -15.0824 -5.4548 9.8659 0.435 0.807 -0.491 -0.003
C -14.1767 -6.3616 9.3518 0.176 -0.259 0.643 -0.004
C -14.6246 -7.6096 8.9647 -0.082 -0.429 -0.341 -0.007
C -15.4772 -8.7752 13.0686 -0.024 1.366 0.048 0.002
C -16.8615 -8.6253 13.1715 0.441 0.206 -0.099 -0.003
C -17.7860 -9.7309 12.7623 0.085 -0.174 -0.008 0.008
C -17.4055 -7.4037 13.6239 0.049 -0.391 -0.053 0.002
C -16.6343 -6.3151 13.9717 1.354 -0.618 -0.284 0.000
C -17.2198 -5.0206 14.4570 -0.316 -0.206 0.243 0.000
C -15.2205 -6.4700 13.8231 -1.238 0.088 0.121 0.001
C -14.6478 -7.6424 13.3793 0.054 -1.066 -0.673 0.000
C -13.1576 -7.7529 13.1365 -0.276 -0.785 0.003 -0.001
C -13.6059 -11.1471 15.0527 -0.033 -0.137 0.704 0.001
C -14.9647 -10.7240 15.5720 -0.123 -0.546 0.081 0.000
C -12.6490 -11.5994 15.9762 0.223 0.181 -0.629 0.001
H -9.6100 -13.0561 16.2982 0.381 0.054 -0.185 0.000
H -10.7533 -12.6945 17.5534 -0.297 -0.213 -0.012 0.000
H -9.8294 -11.4011 16.9736 0.424 0.187 -0.313 0.000
H -10.0440 -12.1887 13.8861 -0.465 -0.152 0.214 0.000
H -10.4534 -11.6361 11.7419 0.226 -0.110 0.198 0.000
H -11.7249 -10.4978 11.3978 -0.168 0.299 -0.147 0.000
H -12.0132 -12.2100 11.2320 -0.286 -0.294 -0.284 0.000
H -17.9935 -7.1429 9.3742 0.729 -0.102 -0.106 0.006
H -17.0999 -4.9417 10.1144 -0.267 -0.157 -0.066 0.001
H -14.7468 -4.4807 10.2481 -0.143 -0.491 -0.182 0.000
H -13.1179 -6.1631 9.3617 0.177 0.133 -0.040 0.000
H -13.9289 -8.3719 8.6347 0.044 0.030 0.020 -0.017
H -17.7400 -9.9295 11.6764 0.137 -0.025 0.419 -0.003
H -18.7940 -9.4478 12.9951 -0.682 0.190 0.070 0.000
H -17.5747 -10.6340 13.3503 0.067 -0.003 -0.327 0.000
H -18.4831 -7.3364 13.6882 -0.138 0.058 0.016 0.000
H -18.3141 -5.0131 14.3561 0.296 -0.060 0.043 0.000
H -16.8321 -4.1934 13.8690 0.106 0.188 0.073 0.000
H -16.9793 -4.8633 15.5215 -0.030 0.068 -0.393 0.000
H -14.5870 -5.6234 14.0279 0.210 0.193 0.088 0.000
H -12.6360 -6.8234 13.2765 0.153 0.422 0.242 0.000
H -12.9584 -8.0974 12.1103 -0.167 0.156 0.167 0.000
H -12.7335 -8.5384 13.7843 0.017 0.421 -0.088 0.000
H -15.7303 -11.4187 15.2148 -0.015 -0.001 -0.255 0.000
H -15.2714 -9.7340 15.2419 0.150 0.024 0.137 0.000
H -15.0363 -10.7975 16.6613 0.300 0.204 -0.110 0.000
H -12.9003 -11.5793 17.0211 -0.106 -0.038 0.336 0.000
```
Forces are in eV/Å.

The highest calculated total energy belongs to which entry? C36H43ClN3O4SrTe

What is the ΔE to the lowest compared entry with this formula, charge and spin in the second record? 0.0 kcal/mol